Record 1
Molecular formula: C25H49BBr4N2NbO8S
Method: DFT, wB97M-V/def2-TZVPD

Positions of all 91 atoms, in Å:
H1 1.291 -2.144 2.312
Br1 -0.629 6.256 0.403
C1 -6.115 -1.243 -2.325
H2 -2.443 2.556 1.310
O1 -0.068 1.952 -1.320
O2 -4.023 0.375 -3.031
C2 3.946 -5.584 3.269
H3 4.920 1.829 0.438
H4 1.874 -4.758 -1.654
H5 -2.031 2.610 -0.969
C3 2.121 -4.095 -2.474
H6 -2.086 -2.772 -2.039
C4 -2.668 -2.231 0.670
C5 0.373 3.304 -1.345
H7 -0.426 -4.174 -2.322
H8 -0.776 -0.443 2.171
H9 4.057 -0.860 -2.766
C6 -4.677 0.103 1.454
O3 -4.979 -1.119 -1.485
H10 3.157 -3.827 -2.340
C7 -2.814 7.729 1.515
H11 -5.858 -1.652 -3.290
H12 -0.577 -4.367 2.666
H13 6.126 0.653 -2.527
H14 4.169 -6.248 4.100
H15 5.899 2.540 -0.822
H16 -3.581 -0.094 -3.740
H17 -0.160 -3.430 -3.878
H18 -3.443 7.932 2.378
H19 6.116 0.158 -0.832
C8 4.866 -1.010 -2.072
C9 -0.449 0.075 1.281
B1 -3.925 -0.323 -1.819
H20 3.759 3.770 0.360
Br2 4.295 -4.968 0.488
H21 0.479 -0.322 0.895
H22 -4.912 -0.862 1.050
H23 -1.805 1.608 -2.362
H24 1.664 4.552 -0.245
H25 -2.928 -2.016 1.700
H26 4.525 4.260 -1.123
O4 2.793 3.250 -1.363
C10 -1.579 6.977 1.930
H27 5.600 -1.668 -2.512
C11 -1.266 -2.217 -2.476
C12 -4.205 2.501 2.487
H28 -1.609 -1.757 -3.396
C13 5.499 0.290 -1.717
H29 -0.351 4.000 -0.932
C14 4.902 -5.818 2.129
C15 -0.482 -3.399 2.203
O5 -0.823 -1.209 -1.595
Br3 4.095 -3.787 3.990
H30 1.973 -4.636 -3.397
H31 -3.564 -2.650 0.233
H32 -3.386 7.200 0.762
H33 4.497 -1.489 -1.180
H34 4.961 -6.879 1.898
O6 -0.203 1.448 1.708
H35 1.631 2.888 0.304
C16 1.637 3.514 -0.578
C17 -0.176 -3.243 -2.812
N1 -5.563 0.585 2.318
C18 -1.493 1.739 -1.327
C19 -3.311 1.986 1.583
H36 -6.006 2.158 3.554
C20 -3.509 0.737 1.042
O7 -0.321 2.729 3.372
H37 1.645 -3.879 2.366
H38 0.570 3.577 -2.382
H39 -6.796 -1.926 -1.843
H40 -4.065 3.457 2.932
H41 2.914 -5.718 2.962
Nb1 -2.048 -0.269 -0.376
N2 -0.343 1.594 3.036
H42 -0.926 -2.662 2.851
H43 -0.882 7.610 2.467
H44 -6.617 -0.298 -2.450
C21 3.981 3.450 -0.652
S1 -1.410 -3.542 0.653
C22 -5.308 1.771 2.834
C23 1.217 -2.870 -2.379
Br4 -2.392 9.478 0.761
H45 5.894 -5.435 2.341
H46 -1.832 6.113 2.539
H47 1.229 -2.534 -1.357
H48 1.175 -3.120 0.895
C24 4.887 2.227 -0.574
H49 1.618 -2.108 -3.027
O8 4.487 1.233 -1.468
C25 0.997 -3.119 1.959

Atomic forces in eV per Å
H 0.19 0.28 0.30
Br 0.00 0.20 0.06
C 0.09 -0.11 0.27
H 0.33 0.28 -0.08
O 0.16 0.32 0.64
O -0.22 -0.06 -0.24
C 0.04 0.09 0.11
H -0.07 -0.21 0.34
H -0.12 -0.42 0.19
H -0.07 0.37 0.23
C -0.31 0.25 0.50
H -0.48 -0.02 0.10
C 0.18 0.70 0.13
C -0.16 -0.72 -0.59
H -0.13 -0.40 0.15
H 0.04 -0.44 0.27
H -0.36 0.03 -0.29
C -0.10 0.01 0.13
O -0.21 -0.24 0.16
H 0.51 0.08 -0.18
C -0.04 0.12 0.10
H 0.13 -0.05 -0.42
H -0.17 -0.31 0.41
H 0.34 0.16 -0.23
H 0.04 -0.05 -0.02
H 0.40 0.18 0.02
H 0.20 0.15 -0.20
H -0.10 -0.13 -0.37
H 0.00 -0.01 0.02
H 0.31 0.03 0.25
C 0.14 -0.34 0.01
C -1.07 1.13 -0.01
B -0.14 0.56 0.24
H -0.02 0.15 0.35
Br 0.06 0.03 0.07
H 0.38 -0.14 -0.14
H -0.21 -0.39 -0.11
H -0.17 0.00 -0.42
H 0.08 0.29 0.05
H -0.07 -0.06 0.36
H 0.19 0.32 -0.24
O -0.25 -0.24 -0.08
C 0.09 -0.07 -0.10
H 0.24 -0.30 -0.23
C 0.78 -0.37 -0.19
C -0.04 0.32 0.19
H -0.18 0.27 -0.30
C -0.11 0.27 0.09
H -0.47 -0.25 0.01
C -0.09 -0.02 -0.17
C 0.28 -0.20 -0.39
O -1.71 0.31 0.40
Br 0.04 -0.02 -0.01
H 0.14 -0.16 -0.39
H -0.32 -0.25 -0.20
H -0.03 -0.06 -0.04
H -0.38 -0.21 0.28
H -0.01 -0.03 0.04
O 0.05 0.13 -0.09
H -0.06 -0.32 0.39
C 0.33 -0.05 0.06
C -0.13 0.19 0.30
N -0.54 -0.63 0.08
C 0.06 -0.09 0.16
C 0.39 0.31 -0.07
H -0.37 0.11 0.27
C 0.08 -0.87 -0.82
O 0.11 0.33 -0.05
H 0.17 -0.15 0.38
H -0.07 0.29 -0.29
H -0.24 -0.28 0.23
H 0.20 0.72 0.30
H -0.04 -0.01 0.00
Nb 3.29 -1.01 -0.49
N -0.06 -0.39 0.14
H -0.32 0.25 0.17
H 0.02 0.02 0.05
H -0.12 0.42 -0.15
C -0.17 0.17 -0.07
S -0.21 -0.22 -0.27
C -0.11 0.07 0.10
C 0.49 -0.66 -0.38
Br 0.00 -0.07 -0.01
H 0.04 0.02 0.02
H -0.10 0.00 0.02
H -0.10 0.44 0.31
H 0.16 0.02 -0.43
C 0.11 -0.07 -0.16
H 0.08 0.63 -0.06
O -0.38 -0.06 -0.10
C -0.17 0.10 -0.37

Properties
HOMO level   -4.2 eV
Net charge   -1
Spin multiplicity   1

---

Record 2
Molecular formula: C25H49BO12P2S
Method: DFT, wB97M-V/def2-TZVPD

Positions of all 90 atoms, in Å:
C1 -0.655 7.836 -2.548
P1 -3.852 -5.198 2.452
P2 1.540 -3.249 2.923
O1 -1.602 8.790 -5.491
H1 -4.751 -7.647 3.546
H2 4.587 -5.099 5.519
H3 0.519 -5.509 1.728
H4 0.066 5.732 -5.149
H5 1.075 4.986 0.528
H6 0.410 -2.297 6.154
H7 -7.240 -7.667 3.100
H8 -0.897 -6.559 1.914
O2 1.085 -2.638 1.640
C2 -5.162 -7.486 2.546
C3 0.148 6.814 -5.290
H9 -5.790 -4.557 -0.843
H10 2.552 4.991 -3.518
O3 -5.022 -4.332 1.746
H11 1.723 8.540 -8.098
O4 1.730 -1.916 3.867
H12 -0.521 -5.878 0.342
H13 3.072 -5.639 3.645
B1 0.666 7.184 -6.765
H14 3.362 -4.048 6.251
H15 -5.166 -8.447 2.031
H16 -4.063 -4.819 -0.727
H17 1.422 5.530 -7.329
H18 4.148 -3.557 4.766
H19 3.461 -1.413 0.972
H20 1.755 9.027 -6.402
C4 3.762 -4.419 5.306
C5 3.551 -3.566 1.166
H21 2.143 6.981 -4.315
H22 -5.711 -2.706 0.739
C6 2.576 3.134 -2.537
H23 -3.972 -2.755 0.847
C7 -6.576 -6.941 2.627
O5 -1.791 7.457 -3.357
H24 -0.059 -0.968 3.428
C8 2.647 0.943 -1.311
O6 1.606 -4.249 4.200
C9 1.488 6.680 -1.654
H25 2.451 7.130 -1.912
C10 2.334 2.431 -1.352
H26 -0.660 -2.896 4.895
H27 0.030 5.900 -3.014
O7 0.743 6.128 -7.669
C11 -1.376 -4.457 1.713
C12 -4.837 -4.057 -0.662
C13 1.809 3.127 -0.281
S1 -1.493 7.473 -4.932
H28 -6.958 -6.708 1.633
H29 -0.973 7.823 -1.506
H30 1.601 2.573 0.631
H31 -1.047 -1.381 5.720
H32 1.144 8.407 -4.152
C14 1.514 4.489 -0.329
H33 3.715 0.778 -1.455
O8 -2.434 6.568 -5.516
C15 -0.230 -1.988 5.328
C16 2.684 -5.138 4.528
C17 4.160 -2.231 0.797
H34 2.751 -3.845 0.482
O9 -2.967 -5.553 3.591
C18 1.116 8.626 -7.196
C19 0.565 -1.210 4.294
H35 4.459 -2.219 -0.252
H36 -0.354 8.869 -2.760
C20 -0.515 -5.669 1.413
C21 1.783 5.189 -1.494
O10 -4.296 -6.629 1.800
H37 2.270 0.556 -0.365
H38 -1.291 -4.144 2.757
C22 0.493 6.875 -2.828
O11 3.099 -3.550 2.518
H39 2.252 -5.920 5.156
H40 1.107 7.092 -0.718
C23 -4.850 -3.376 0.686
H41 0.221 9.237 -7.335
C24 1.113 7.311 -4.164
H42 0.911 -0.271 4.726
H43 2.117 0.494 -2.154
H44 5.038 -2.032 1.414
H45 -6.610 -6.019 3.212
C25 2.315 4.496 -2.581
H46 2.967 2.653 -3.427
H47 4.312 -4.348 1.097
H48 -4.673 -3.322 -1.451
O12 -2.732 -4.714 1.361
H49 -1.042 -3.616 1.106

Atomic forces in eV per Å
C 0.37 0.17 0.53
P 3.50 -2.04 -5.13
P 6.32 3.47 0.80
O 0.93 0.66 1.10
H 0.05 0.02 -0.03
H -0.05 -0.06 -0.01
H -0.01 -0.04 -0.05
H -0.28 0.06 -0.21
H 0.06 -0.01 -0.02
H 0.01 0.05 0.01
H 0.04 -0.01 0.01
H 0.01 0.08 0.16
O -2.75 -2.01 0.50
C -0.18 -0.21 0.14
C 0.75 0.45 1.50
H -0.04 0.10 -0.01
H -0.12 0.24 0.15
O -0.19 -0.10 2.44
H -0.23 0.25 -0.12
O -0.68 -0.49 -0.05
H 0.06 0.08 -0.01
H 0.01 0.22 -0.12
B -0.62 0.12 -0.52
H 0.00 -0.10 0.03
H 0.12 0.06 -0.09
H 0.12 0.11 0.07
H -0.44 -0.58 -0.21
H 0.02 -0.09 -0.14
H -0.13 -0.10 -0.08
H -0.27 0.34 -0.05
C -0.07 0.38 0.08
C 0.24 0.17 -0.24
H -0.12 -0.25 -0.04
H -0.07 -0.15 0.21
C -0.21 0.61 0.49
H 0.15 -0.22 0.06
C 0.02 0.15 0.02
O 0.83 0.18 -0.55
H 0.04 0.00 -0.02
C -0.61 0.98 -0.07
O -2.17 -0.22 -1.32
C 0.18 -0.72 -0.56
H -0.19 0.41 0.24
C 0.41 -0.27 -0.70
H -0.04 0.03 0.03
H -0.03 0.03 0.26
O 0.81 0.53 0.48
C 0.33 -0.08 -0.27
C -0.07 -0.37 -0.01
C -0.21 -0.26 0.58
S -1.71 -0.40 -2.55
H 0.00 -0.05 -0.02
H -0.26 -0.29 -0.15
H 0.02 0.08 -0.03
H 0.00 0.01 -0.03
H 0.18 -0.08 -0.25
C 0.20 -0.20 -0.43
H -0.03 -0.15 0.25
O 0.07 -0.68 0.66
C 0.00 -0.12 -0.07
C 0.19 -0.79 0.12
C 0.06 0.19 0.07
H -0.12 0.13 0.09
O -2.42 1.44 1.74
C 0.12 -0.91 0.27
C -0.18 0.15 0.09
H 0.01 -0.02 0.01
H -0.20 -0.05 -0.11
C -0.11 -0.17 0.00
C -0.11 0.56 0.01
O -0.41 0.56 0.62
H 0.27 -0.41 -0.12
H -0.12 -0.17 0.04
C 0.28 -0.09 0.23
O -0.48 -0.66 0.25
H -0.22 0.13 -0.04
H 0.10 0.08 -0.05
C -0.10 0.70 -0.25
H 0.23 0.25 0.02
C -0.49 0.28 -0.03
H 0.13 -0.03 -0.06
H 0.06 -0.31 0.21
H 0.03 -0.06 -0.04
H -0.03 -0.04 0.02
C 0.24 -0.49 -0.33
H 0.02 -0.14 0.14
H -0.02 -0.02 0.16
H -0.03 0.05 0.04
O -0.60 0.23 0.28
H -0.15 -0.02 -0.02

Properties
HOMO level   -9.1 eV
SMILES   CB(O)[C@H]1C[C@@H](Cc2ccc(C)cc2)COS1(=O)=O.CCOP(=O)(OCC)OCC.CCOP(=O)(OCC)OCC
Net charge   0
Spin multiplicity   1

---

- Which value of HOMO level does entry 2 give?
  -9.1 eV

---

- The highest HOMO level belongs to which entry?
  C25H49BBr4N2NbO8S